Entry 1:
Here is an isolated molecule of C3H5N3 at a distorted geometry from the Open Molecules 2025 dataset. Energies are from ωB97M-V with the def2-TZVPD basis set.

The geometry in XYZ format:
```
11
C3H5N3 | the Open Molecules 2025 dataset | ωB97M-V with the def2-TZVPD basis set
H 2.178 1.354 0.435
N 1.236 1.417 0.898
C 0.403 0.566 0.470
C 0.501 -0.612 -0.512
C -1.012 -0.968 -0.685
N -1.741 -0.257 0.075
N -0.892 0.456 0.956
H 1.006 -0.359 -1.454
H 1.100 -1.405 0.070
H -1.388 -1.658 -1.434
H -1.391 1.466 1.180
```

E_tot: -281.525127 a.u.
SMILES: [H]/N=C1\CC=NN1
HOMO-LUMO gap: 0.371 Ha
ΔE to the lowest compared entry with this formula, charge and spin: 40.74 kcal/mol

---

Entry 2:
Here is an isolated molecule of C3H5N3 from the Open Molecules 2025 dataset. Energies are from ωB97M-V with the def2-TZVPD basis set.

The geometry in XYZ format:
```
11
C3H5N3 | the Open Molecules 2025 dataset | ωB97M-V with the def2-TZVPD basis set
N -1.818 -0.367 -0.324
C -0.467 -0.041 -0.102
C 0.091 1.230 0.171
N 1.415 1.181 0.259
N 1.715 -0.099 0.056
C 0.625 -0.881 -0.173
H -2.440 0.364 -0.008
H -2.085 -1.236 0.121
H -0.423 2.174 0.299
H 2.681 -0.384 0.070
H 0.705 -1.940 -0.368
```

E_tot: -281.564110 a.u.
SMILES: Nc1cn[nH]c1
HOMO-LUMO gap: 0.339 Ha
ΔE to the lowest compared entry with this formula, charge and spin: 16.28 kcal/mol

---

Entry 3:
Here is an isolated molecule of C3H5N3 from the Open Molecules 2025 dataset. Energies are from ωB97M-V with the def2-TZVPD basis set.

The geometry in XYZ format:
```
11
C3H5N3 | the Open Molecules 2025 dataset | ωB97M-V with the def2-TZVPD basis set
N -1.957 -0.419 0.235
C -0.602 -0.228 0.031
C 0.098 1.004 0.113
C 1.419 0.647 0.003
N 1.451 -0.695 -0.138
N 0.216 -1.252 -0.157
H -2.573 0.325 -0.043
H -2.298 -1.352 0.071
H -0.314 1.994 0.240
H 2.325 1.234 0.068
H 2.234 -1.258 -0.423
```

E_tot: -281.572631 a.u.
SMILES: Nc1cc[nH]n1
HOMO-LUMO gap: 0.342 Ha
ΔE to the lowest compared entry with this formula, charge and spin: 10.93 kcal/mol

---

Entry 4:
Here is an isolated molecule of C3H5N3 at a distorted geometry from the Open Molecules 2025 dataset. Energies are from ωB97M-V with the def2-TZVPD basis set.

The geometry in XYZ format:
```
11
C3H5N3 | the Open Molecules 2025 dataset | ωB97M-V with the def2-TZVPD basis set
N -1.620 -0.381 -0.323
C -0.351 0.054 -0.028
C 0.100 1.283 0.330
N 1.500 1.285 0.436
N 1.979 0.138 0.211
C 0.875 -0.757 -0.141
H -2.377 0.197 0.014
H -1.802 -1.368 -0.223
H -0.456 2.191 0.518
H 0.924 -1.712 0.372
H 1.228 -0.930 -1.166
```

E_tot: -281.524984 a.u.
SMILES: NC1=CN=NC1
HOMO-LUMO gap: 0.344 Ha
ΔE to the lowest compared entry with this formula, charge and spin: 40.83 kcal/mol

---

Entry 5:
Here is C3H5N3 as an isolated structure from the Open Molecules 2025 dataset. Energies are from ωB97M-V with the def2-TZVPD basis set.

The geometry in XYZ format:
```
11
C3H5N3 | the Open Molecules 2025 dataset | ωB97M-V with the def2-TZVPD basis set
N -1.954 -0.262 0.211
C -0.844 0.300 -0.147
N 0.533 -1.741 -0.513
N 1.359 -0.901 -0.188
C 1.141 0.449 0.256
C 0.084 1.216 -0.310
H -2.681 0.218 0.731
H -2.037 -1.266 0.083
H 2.377 -1.085 -0.282
H 1.940 0.853 0.874
H 0.088 2.237 -0.695
```

E_tot: -281.365119 a.u.
HOMO-LUMO gap: 0.290 Ha
ΔE to the lowest compared entry with this formula, charge and spin: 141.15 kcal/mol

---

Entry 6:
Here is C3H5N3 as an isolated structure from the Open Molecules 2025 dataset. Energies are from ωB97M-V with the def2-TZVPD basis set.

The geometry in XYZ format:
```
11
C3H5N3 | the Open Molecules 2025 dataset | ωB97M-V with the def2-TZVPD basis set
N 0.739 -1.239 -1.284
C 0.133 -0.263 -0.599
N -0.565 0.737 -1.034
N -0.958 1.020 0.416
C 0.037 1.277 1.423
C 0.029 -0.089 0.903
H 1.160 -2.011 -0.798
H 0.693 -1.253 -2.289
H -1.926 0.784 0.584
H 0.785 2.003 1.129
H -0.127 -0.967 1.550
```

E_tot: -281.388952 a.u.
HOMO-LUMO gap: 0.309 Ha
ΔE to the lowest compared entry with this formula, charge and spin: 126.19 kcal/mol